No. 1
12
Properties=species:S:1:pos:R:3:forces:R:3 method="wB97M-V/def2-TZVPD" gap_ev="6.17 / 8.07" homo_ev="-9.9 / -14.6" total_charge=+1 s2=2.011 e_tot_ha=-1005.7543 spin_multiplicity=3
C 1.43562 1.35600 0.10013 1.5 2.6 0.6
C 0.40599 -0.45606 -0.79465 0.1 -1.0 -1.4
N -0.66231 -0.78223 0.20406 -4.6 0.1 -3.3
O 0.55597 0.86511 -0.86576 0.3 1.1 0.3
S 2.97295 0.33584 0.19164 1.2 3.7 1.1
S 1.85728 -1.39774 -0.10005 -2.6 -3.3 -1.4
H 1.82920 2.32465 -0.22353 -0.1 -0.2 -0.8
H 1.01493 1.79387 1.06282 0.0 -1.8 -0.5
H 0.04799 -0.78230 -1.84545 0.6 0.0 1.9
H -1.71084 -0.64693 -0.14741 2.6 0.6 0.8
H -0.57884 -0.45447 1.11665 0.5 1.1 2.1
H -0.65845 -1.75478 0.21606 0.4 -2.7 0.6

No. 2
9
Properties=species:S:1:pos:R:3:forces:R:3 method="wB97M-V/def2-TZVPD" gap_ev="5.99 / 5.99" de_lowest_ev=2.4951 homo_ev="-9.3 / -9.3" total_charge=0 e_tot_ha=-1021.2880
C -0.05263 -0.05152 0.73822 0.1 0.3 -1.1
C 0.52186 -0.65324 -0.37533 -1.6 1.2 -0.8
C 0.59488 -0.75694 1.77244 -1.3 0.4 4.0
N 1.36415 -1.74466 1.28049 1.6 -1.4 1.2
N 1.33530 -1.68314 0.01494 0.5 -0.5 -0.3
S 1.30291 -1.70894 4.68123 -1.0 1.1 -1.2
S 0.24730 -0.53086 3.52531 1.7 -1.5 -2.3
H -0.79108 0.71343 0.95543 0.2 0.0 -0.7
H 0.40950 -0.55662 -1.47587 -0.2 0.4 1.1

No. 3
81
Properties=species:S:1:pos:R:3:forces:R:3 method="wB97M-V/def2-TZVPD" gap_ev="3.63 / 6.09" de_lowest_ev=0.0000 homo_ev="0.5 / -2.0" total_charge=-2 s2=3.822 e_tot_ha=-3872.4834 spin_multiplicity=4
V 0.39359 -0.20567 0.84457 0.6 0.9 -0.2
N 2.13860 0.79301 -0.02946 0.2 0.1 -0.3
C 3.43151 0.26687 0.42178 -0.1 0.0 0.0
C 3.24575 -1.17331 0.87570 -0.1 0.0 0.1
N 2.08645 -1.19961 1.79092 0.4 0.1 -0.1
H 1.97393 0.58108 -1.01764 0.1 0.0 0.0
H 2.06061 1.81104 0.06637 0.0 0.0 0.1
H 3.77575 0.86339 1.26519 0.0 0.1 0.0
H 4.19769 0.31832 -0.35647 0.0 0.0 0.0
H 4.15823 -1.54130 1.35445 0.0 0.0 0.0
H 3.01869 -1.81136 0.01832 0.0 0.0 0.0
H 2.27571 -0.57967 2.58189 0.0 -0.1 0.1
H 1.91660 -2.12232 2.16972 0.0 0.0 -0.1
C -1.68332 -1.51438 -5.09613 -0.1 0.2 0.0
Si -0.36879 -2.72057 -4.53873 -0.2 -0.3 -0.1
C -1.06098 -4.39705 -5.11250 0.0 -0.1 0.1
C 1.20356 -2.55343 -5.53492 0.2 0.1 0.0
C -0.21793 -2.86886 -2.68147 0.1 0.3 0.0
C -0.51650 -4.02637 -2.01095 0.0 -0.1 0.1
C -0.39053 -4.07895 -0.61712 0.0 -0.1 -0.1
C -0.02774 -2.92869 0.02841 0.0 0.1 0.2
N 0.25023 -1.75323 -0.57717 -0.1 -0.6 -0.5
C 0.22718 -1.71944 -1.94100 0.1 -0.1 -0.1
S 0.77994 -0.36839 -2.84361 -0.1 -0.1 0.1
H -1.91456 -1.66774 -6.15481 0.0 0.0 0.0
H -1.37532 -0.48008 -4.94396 0.0 0.0 0.0
H -2.59813 -1.68018 -4.51969 0.0 0.0 0.0
H -1.22005 -4.36391 -6.19468 0.0 0.0 0.0
H -2.02217 -4.62986 -4.64341 0.0 0.0 0.0
H -0.37737 -5.22662 -4.90381 0.0 0.0 0.0
H 1.05433 -2.97854 -6.53226 0.0 0.0 0.0
H 2.02307 -3.09261 -5.05196 0.0 0.0 0.0
H 1.50857 -1.51151 -5.62762 0.0 0.0 0.0
H -0.84801 -4.90332 -2.55789 0.0 0.0 0.0
H -0.59493 -4.97654 -0.05023 0.0 0.0 0.0
H 0.02213 -2.90481 1.10964 -0.1 0.0 0.0
C -3.01940 2.33688 -0.29576 -0.1 -0.1 0.0
S -1.24152 2.54127 -0.17964 -0.1 -0.5 0.0
C -1.21480 2.96754 1.55013 0.2 0.0 0.1
O -0.79586 1.08516 -0.25750 0.1 0.5 -0.1
H -3.32380 1.55455 0.40027 0.0 0.1 0.0
H -3.23422 2.02916 -1.31837 0.0 0.0 0.0
H -3.50985 3.28577 -0.07605 0.0 0.0 0.0
H -1.80094 3.87614 1.69036 0.0 0.0 0.0
H -0.17695 3.13798 1.82395 0.0 0.0 0.0
H -1.61178 2.12059 2.11343 0.0 0.0 0.0
N 2.81957 8.11039 0.94471 0.0 0.1 0.0
C 2.49559 7.15540 0.36784 -0.1 -0.2 -0.1
C 2.09136 6.03446 -0.39249 0.0 0.2 0.0
C 2.01186 6.10094 -1.84194 0.0 0.0 0.0
C 1.62227 4.95118 -2.50466 0.0 0.0 0.0
C 1.29958 3.79743 -1.81100 0.0 0.0 0.2
N 1.32708 3.74403 -0.41257 0.2 0.0 -0.1
C 1.73123 4.82262 0.22198 0.0 0.0 0.0
H 2.25985 7.01516 -2.36344 0.0 0.0 0.0
H 1.56097 4.94348 -3.58855 0.0 0.0 0.0
H 0.99672 2.88665 -2.31444 0.0 0.0 0.0
H 1.78849 4.74812 1.30711 0.0 0.0 0.0
F 3.02631 0.77683 3.83082 0.0 0.1 0.0
B 2.39868 1.96932 3.36843 0.0 -0.1 0.0
F 1.29986 1.55485 2.54120 0.0 0.0 0.0
F 1.91355 2.71843 4.43192 0.0 -0.1 0.0
F 3.30257 2.70024 2.59656 -0.1 0.0 0.0
C -0.09453 -0.82376 4.78237 0.0 0.0 0.0
C -1.41827 -1.31388 4.26927 0.0 0.0 0.2
C -2.38024 -1.82613 5.12456 0.0 0.0 0.0
C -3.61944 -2.27064 4.66768 0.1 0.0 0.0
C -3.88240 -2.18002 3.30185 0.0 0.0 0.0
C -2.95073 -1.68181 2.40729 -0.1 0.0 -0.1
C -3.24723 -1.60398 0.93297 0.0 0.0 0.1
C -1.67141 -1.24134 2.86792 0.3 0.0 -0.3
N -0.76396 -0.77769 1.99649 -1.3 -0.4 1.1
H -0.12656 -0.66377 5.86214 0.0 0.0 0.0
H 0.18804 0.11254 4.29895 0.0 0.0 0.0
H 0.71404 -1.53440 4.57240 0.0 0.0 0.0
H -2.15261 -1.87882 6.18665 0.0 0.0 0.0
H -4.35607 -2.67081 5.35372 0.0 0.0 0.0
H -4.84626 -2.50760 2.91873 0.0 0.0 0.0
H -4.32246 -1.67034 0.74664 0.0 0.0 0.0
H -2.75528 -2.41112 0.37978 0.0 0.0 0.0
H -2.85684 -0.67638 0.50881 0.0 0.0 0.0

No. 4
224
Properties=species:S:1:pos:R:3:forces:R:3 method="wB97M-V/def2-TZVPD" gap_ev=8.32 de_lowest_ev=2.6194 homo_ev=-9.5 total_charge=0 e_tot_ha=-5826.7098
O -25.41250 -24.05900 -9.82209 -0.7 -0.1 -0.2
C -24.32070 -23.56981 -9.73522 0.2 -1.1 1.3
O -23.64942 -23.09534 -10.77040 -1.2 0.7 -2.0
C -24.60702 -22.88019 -11.92896 1.1 0.2 0.4
C -24.00106 -21.80443 -12.80172 -1.5 -0.4 0.2
C -23.50739 -23.58015 -8.46848 -0.3 0.9 -0.5
H -25.55056 -22.53573 -11.50546 0.2 -0.1 0.0
H -24.78841 -23.79223 -12.49317 0.2 -0.3 0.4
H -23.11303 -22.11313 -13.31564 0.5 -0.1 -0.2
H -23.82064 -20.98835 -12.11422 0.2 0.6 -0.4
H -24.80514 -21.59475 -13.54639 0.8 0.4 0.4
H -23.12834 -22.58230 -8.30355 0.5 0.4 -0.1
H -22.68585 -24.24434 -8.68643 0.4 -0.3 0.5
H -24.10364 -23.79516 -7.58842 0.0 -0.6 -0.2
O -27.75871 -20.54042 -7.07710 0.1 0.8 0.3
C -27.07703 -21.25979 -7.75304 -1.6 -2.1 -0.2
O -26.10592 -20.84191 -8.57673 0.5 0.4 0.5
C -25.87163 -19.39447 -8.58106 2.2 -1.8 -0.6
C -24.99725 -18.88349 -7.43510 -0.1 -2.6 0.2
C -27.31048 -22.80349 -7.87850 2.1 1.5 -0.6
H -26.81956 -18.97229 -8.62121 -1.5 1.2 0.0
H -25.33320 -19.29549 -9.53490 -0.4 0.3 0.2
H -24.89240 -17.84931 -7.57331 0.1 1.6 0.3
H -23.97166 -19.33868 -7.40675 -0.9 0.3 -0.3
H -25.49822 -19.17746 -6.49823 0.2 0.6 -0.2
H -26.22652 -23.10848 -7.91123 -1.5 -0.6 0.1
H -27.73324 -22.98297 -8.89463 0.3 -0.1 0.9
H -27.87663 -23.26797 -7.05834 0.3 0.5 -0.4
O -18.52484 -26.89487 -2.56665 0.4 0.4 0.1
C -19.00111 -27.82265 -3.14711 -1.1 -1.7 -0.2
O -20.37040 -28.03375 -3.23895 1.7 -0.5 -0.4
C -21.23826 -27.01808 -2.70568 1.9 0.0 0.5
C -22.41422 -27.66698 -2.07237 -2.3 1.1 -2.6
C -18.19910 -28.99415 -3.78049 0.0 1.4 -0.1
H -21.49039 -26.41950 -3.57691 -0.2 0.6 0.4
H -20.61369 -26.49190 -1.94775 -0.7 0.2 -0.7
H -22.94095 -26.86712 -1.55895 -0.1 -0.2 0.7
H -22.17465 -28.50702 -1.48165 0.2 -0.8 0.8
H -23.16672 -27.92707 -2.90630 1.1 -0.2 1.2
H -18.36398 -28.98256 -4.87759 -0.2 -0.3 0.7
H -18.42579 -29.93164 -3.28369 -0.5 -0.1 -0.3
H -17.12888 -28.82478 -3.61163 -0.3 0.3 0.0
O -18.48038 -26.78066 -6.65625 0.6 0.1 -0.1
C -17.42965 -26.73066 -7.25984 -2.0 -1.9 -0.6
O -17.01208 -27.76911 -8.05547 0.9 2.2 0.6
C -17.76943 -28.90941 -8.28148 0.0 -1.6 0.8
C -17.19697 -30.11792 -7.50697 -0.4 0.4 -0.7
C -16.49137 -25.61623 -7.29039 1.6 0.7 -0.1
H -17.66940 -29.10960 -9.32904 0.0 -0.1 -0.7
H -18.82775 -28.79487 -8.07225 -0.1 0.3 0.2
H -17.61505 -30.25210 -6.54900 -0.7 0.4 1.4
H -16.11792 -30.07180 -7.33150 -0.1 -0.2 -0.7
H -17.58094 -30.99676 -8.01560 0.7 -0.4 -0.3
H -16.97962 -24.62812 -7.32350 0.1 -0.6 0.0
H -15.75001 -25.77138 -8.08855 -0.5 0.3 0.0
H -15.87887 -25.69009 -6.38980 -0.2 0.2 0.3
O -20.48850 -15.84174 -7.62685 0.6 0.9 -1.1
C -20.61664 -15.23826 -8.68484 -0.6 -0.8 1.7
O -21.59791 -15.57028 -9.52639 -0.8 -0.3 -0.8
C -22.32534 -16.82773 -9.34734 1.4 -1.3 0.2
C -23.60366 -16.84521 -10.18282 0.0 0.6 1.1
C -19.77785 -14.08954 -9.18500 1.5 -0.8 -1.9
H -22.56178 -17.10559 -8.29531 0.2 1.0 -0.4
H -21.56899 -17.64246 -9.62666 -1.1 1.0 0.0
H -24.16129 -15.91233 -10.02427 0.1 -0.1 0.2
H -24.22893 -17.64129 -9.73289 0.3 0.3 -0.9
H -23.44749 -16.88760 -11.25388 0.1 -0.5 -0.1
H -18.81316 -14.55887 -9.48914 -0.3 -0.2 0.5
H -19.44389 -13.36791 -8.43717 -0.7 0.1 -0.1
H -20.04630 -13.71875 -10.22272 -0.5 0.1 1.7
O -16.50663 -19.31729 -3.06795 -0.5 0.7 -0.3
C -17.45636 -18.63315 -2.74217 0.7 -0.9 0.5
O -17.69864 -17.39464 -3.17509 0.2 0.2 -0.5
C -16.75759 -16.78866 -4.10762 0.4 0.5 0.8
C -17.10976 -17.04140 -5.55479 -0.3 -1.9 1.4
C -18.42020 -19.06477 -1.67896 0.1 -1.3 0.9
H -15.73112 -17.01524 -3.79441 -0.3 -0.5 -0.3
H -16.84576 -15.72095 -3.91434 -0.3 0.1 0.1
H -16.34757 -16.55877 -6.14126 -0.5 0.7 -0.7
H -18.19536 -16.87749 -5.61920 0.6 0.8 -1.0
H -17.01658 -18.11145 -5.76224 0.2 -0.1 0.0
H -18.13978 -20.09811 -1.32508 -0.1 1.2 -0.4
H -19.45362 -19.13500 -1.98139 -0.2 0.1 -0.6
H -18.41870 -18.36915 -0.83258 0.2 0.0 -0.1
O -25.48641 -23.45344 -4.97975 -0.2 0.7 0.3
C -25.17885 -23.19209 -3.83626 0.8 -2.4 0.3
O -24.96878 -21.98763 -3.31820 -0.8 1.1 -1.2
C -25.44972 -20.93388 -4.21876 -0.5 -0.1 0.3
C -26.97664 -20.77923 -4.14960 0.9 -0.2 0.0
C -24.81171 -24.30013 -2.84511 -0.5 0.6 0.2
H -25.06140 -21.04281 -5.22922 -0.3 -0.9 -0.1
H -24.97223 -20.02769 -3.94410 0.6 0.7 1.0
H -27.31160 -20.38271 -3.15737 0.3 -0.5 -0.8
H -27.41805 -21.76668 -4.38691 -0.1 0.8 0.1
H -27.17584 -20.05867 -4.95156 -0.6 -0.2 0.3
H -25.60560 -25.01250 -2.60640 -0.3 0.4 -0.2
H -24.43117 -23.86443 -1.92495 0.0 -0.2 0.0
H -24.06103 -24.89113 -3.32522 0.7 -0.3 -0.3
O -19.07912 -18.25122 -9.77733 -0.6 -0.4 0.8
C -18.33686 -17.94572 -10.65440 1.3 0.5 -1.7
O -17.05580 -18.36935 -10.78965 -0.4 -0.3 0.0
C -16.52908 -19.34687 -9.83647 -0.5 2.3 0.4
C -15.71151 -18.53731 -8.78151 -1.4 -1.6 -1.4
C -18.64008 -16.98254 -11.80195 -0.9 -0.6 -0.1
H -15.97788 -20.00590 -10.46072 0.7 -0.6 -0.2
H -17.36028 -19.83915 -9.40173 -0.8 -0.6 0.3
H -16.06210 -17.52519 -8.83128 0.0 0.5 0.4
H -14.73103 -18.64715 -9.11368 2.0 0.5 -0.3
H -15.76148 -18.99826 -7.82073 -0.3 0.0 0.8
H -18.04632 -16.11919 -11.66185 0.9 1.0 0.2
H -19.67669 -16.62537 -11.75197 0.2 -0.4 -0.1
H -18.37295 -17.35024 -12.81169 -0.2 -0.2 0.7
O -19.14795 -21.93545 -3.32767 1.1 0.1 -1.0
C -18.55730 -22.76143 -4.01559 -1.4 -0.3 0.1
O -17.99507 -22.57934 -5.20365 0.7 0.5 0.1
C -17.53310 -21.24987 -5.63192 -2.5 -1.3 -1.2
C -17.32467 -21.46185 -7.14281 -1.0 -1.2 1.3
C -18.56990 -24.20186 -3.61860 -0.2 -0.7 0.7
H -16.77267 -21.00172 -4.95661 1.6 0.6 0.4
H -18.36224 -20.56054 -5.47208 0.0 0.2 0.0
H -17.19286 -20.57374 -7.67735 -0.1 1.4 -0.6
H -18.20947 -22.03742 -7.51112 0.4 0.8 0.2
H -16.49556 -22.08552 -7.38207 0.9 -0.6 0.1
H -19.02243 -24.10423 -2.61282 0.3 -1.0 -0.5
H -17.58226 -24.68707 -3.59659 -0.1 0.6 0.3
H -19.12905 -24.91799 -4.26673 0.0 1.0 0.3
C -23.09958 -26.17027 -6.00758 0.2 0.5 0.1
C -21.88360 -26.76448 -6.17793 -0.1 -1.5 -0.4
C -21.80352 -28.16043 -6.18437 0.2 -0.1 -0.5
C -22.94116 -28.89382 -5.99083 -1.4 0.2 0.8
C -24.19076 -28.30074 -5.76938 1.1 -1.5 -0.6
C -24.20023 -26.96044 -5.81934 -2.3 1.5 0.6
N -22.90710 -30.32525 -5.85074 3.0 -2.3 0.3
O -21.80719 -30.88156 -5.61268 -1.1 1.4 -0.4
O -23.90352 -30.98500 -5.95489 -1.4 0.2 -0.2
H -23.24426 -25.10473 -6.02331 0.3 0.2 0.1
H -21.00548 -26.24395 -6.39083 1.2 1.0 -0.2
H -20.91531 -28.71583 -6.45552 0.3 0.3 0.4
H -25.08113 -28.88986 -5.64313 0.0 -0.1 0.2
H -25.15695 -26.47841 -5.64603 0.0 0.2 -0.1
C -21.83467 -22.45349 -1.02732 0.4 -0.7 1.9
C -23.12549 -22.05725 -0.73231 0.1 -1.1 1.1
C -23.78551 -22.58694 0.40258 -0.1 0.6 -1.2
C -23.10357 -23.43703 1.23544 -0.6 0.6 0.3
C -21.73560 -23.60329 1.15629 -0.2 -1.8 -0.9
C -21.15881 -23.24961 -0.07258 0.7 1.1 0.9
N -23.89633 -24.11872 2.27171 2.8 -0.1 2.4
O -25.05016 -24.30754 2.11043 -2.2 -0.1 -0.9
O -23.29998 -24.47132 3.30420 -0.1 0.4 -1.1
H -21.27395 -22.10354 -1.86462 0.1 0.1 -0.6
H -23.62362 -21.41319 -1.39792 -0.8 0.6 -0.6
H -24.81868 -22.32263 0.62329 0.2 -0.2 -0.2
H -21.29434 -24.27224 1.91263 0.2 0.6 -0.5
H -20.08147 -23.39046 -0.16301 -0.3 -0.2 -0.3
C -23.81200 -19.65344 2.83630 0.7 -0.4 -0.2
C -24.85616 -19.36548 1.97015 3.7 0.4 -1.7
C -24.44962 -19.10484 0.65053 -1.9 0.0 -0.5
C -23.14966 -19.19320 0.21310 -0.7 0.9 -0.5
C -22.13938 -19.48602 1.04338 0.7 -0.9 3.0
C -22.47376 -19.69897 2.40351 -1.3 -0.4 -1.2
N -22.82013 -18.96117 -1.19342 -1.2 -0.6 -1.8
O -23.72727 -19.10393 -2.04028 1.0 0.4 1.4
O -21.67151 -18.71556 -1.50638 -0.3 0.1 0.6
H -24.03103 -20.01030 3.82712 0.0 0.2 0.4
H -25.82849 -19.33185 2.29275 -2.2 0.0 0.5
H -25.18011 -18.92498 -0.13274 -0.1 0.2 0.2
H -21.16661 -19.73383 0.69134 0.7 0.2 -0.2
H -21.79557 -20.14025 3.09094 0.9 0.1 0.3
C -26.88197 -16.45487 -2.96287 0.7 -1.5 0.2
C -26.84104 -15.13797 -3.36609 0.9 -0.2 -0.2
C -25.84232 -14.75556 -4.23023 0.6 -0.9 -0.5
C -24.94166 -15.71130 -4.65729 0.4 -0.7 -0.4
C -24.98338 -17.05831 -4.29981 -1.3 -0.1 1.1
C -25.98005 -17.47265 -3.40714 -0.2 2.7 -0.8
N -23.79526 -15.35371 -5.52840 -1.3 2.6 1.1
O -22.99967 -16.21817 -5.68764 1.5 -0.8 -1.0
O -23.69818 -14.17409 -5.89635 -0.1 -1.5 0.0
H -27.59234 -16.69553 -2.21611 -0.8 -0.5 0.5
H -27.46802 -14.36609 -2.97520 -0.6 0.0 0.3
H -25.74549 -13.77434 -4.59551 0.2 1.1 -0.3
H -24.29488 -17.80816 -4.63485 0.4 0.2 -0.3
H -26.00805 -18.50567 -3.14012 -0.4 -0.2 0.5
C -21.27280 -18.65217 -5.92159 0.3 -0.4 -0.6
C -21.71045 -18.99505 -4.67576 -0.3 0.9 1.9
C -21.83955 -20.34566 -4.37406 0.0 0.4 0.8
C -21.52762 -21.25765 -5.33657 -0.2 -0.6 -1.2
C -21.13607 -20.94407 -6.63626 0.3 -0.6 0.1
C -20.96263 -19.61273 -6.89943 -0.8 0.9 0.1
N -21.67410 -22.67129 -5.02695 0.5 -0.1 1.3
O -21.28164 -23.50121 -5.81080 0.0 -0.3 -0.7
O -22.09220 -22.94474 -3.91555 -0.4 -0.3 -0.1
H -21.20493 -17.62657 -6.16548 0.3 0.9 -0.4
H -21.91670 -18.18617 -3.88629 0.3 -1.5 -1.4
H -22.13099 -20.70926 -3.39677 -0.1 0.2 -0.1
H -20.95378 -21.75723 -7.35601 -0.1 0.5 0.4
H -20.76675 -19.22517 -7.87741 0.5 -0.1 -0.5
C -19.24169 -20.78251 -12.58989 -0.2 0.6 -0.3
C -20.21394 -20.88117 -11.59659 0.9 1.6 -0.5
C -20.18981 -21.99907 -10.81391 -1.5 0.1 1.9
C -19.25462 -22.98255 -11.08349 -0.3 -0.8 0.6
C -18.28278 -22.93056 -12.06553 -0.2 0.8 -0.4
C -18.27579 -21.76190 -12.82113 -0.4 0.5 -0.5
N -19.34168 -24.18895 -10.24392 0.0 -0.9 1.0
O -20.17731 -24.19649 -9.32662 1.3 -0.3 -1.3
O -18.56029 -25.11097 -10.49854 -1.0 1.0 0.5
H -19.29566 -19.85272 -13.16822 0.5 -0.5 -0.1
H -20.77449 -19.93342 -11.41269 0.0 -1.4 0.1
H -20.89717 -22.05790 -9.92301 1.1 -0.3 -1.4
H -17.58673 -23.72972 -12.27361 -0.1 -0.1 0.3
H -17.58710 -21.58499 -13.64685 0.0 -0.3 0.3
C -21.60429 -15.19360 -2.18443 -1.4 -0.3 1.0
C -20.41264 -15.73230 -2.56370 1.2 -1.1 -0.6
C -19.77660 -15.23654 -3.70062 -1.0 0.4 1.0
C -20.28580 -14.12986 -4.32577 0.1 0.4 -1.0
C -21.41440 -13.49222 -3.87764 -0.9 -0.6 0.6
C -22.09093 -14.07816 -2.80603 0.2 1.1 -1.1
N -19.60006 -13.62025 -5.56921 -2.4 1.2 1.7
O -20.20564 -12.79405 -6.22217 -0.2 0.0 -0.3
O -18.48219 -13.94233 -5.74772 2.5 -1.1 -0.7
H -22.27692 -15.66142 -1.46007 0.6 0.0 0.2
H -19.97111 -16.60462 -2.06756 -0.4 0.3 -0.2
H -18.95853 -15.73403 -4.09912 1.3 -0.6 -0.5
H -21.91241 -12.67219 -4.34708 0.4 0.4 -0.5
H -23.01674 -13.60663 -2.53738 -0.4 -0.1 0.3